Computed, not measured: a molecular structure, C38H34FN2O4PS2Se2V in a non-equilibrium geometry, with ωB97M-V/def2-TZVPD.

```
85
Properties=species:S:1:pos:R:3:mulliken_charge:R:1
V 0.495 -0.249 -1.134 -0.631
C 1.776 1.752 -3.306 -1.428
C 1.494 2.365 -1.972 0.760
C 2.003 3.646 -1.702 -0.915
C 1.752 4.267 -0.516 -1.311
C 0.897 3.635 0.408 1.467
C 0.485 4.247 1.610 -0.910
C -0.400 3.612 2.441 -0.814
C -0.872 2.332 2.129 -0.727
C -0.456 1.692 0.978 0.478
S -0.965 0.081 0.581 -0.279
C 0.427 2.340 0.080 -0.925
N 0.770 1.684 -1.078 1.895
H 1.856 2.535 -4.059 0.607
H 0.969 1.083 -3.598 -0.127
H 2.711 1.187 -3.286 0.189
H 2.604 4.130 -2.460 0.546
H 2.167 5.243 -0.294 0.398
H 0.859 5.236 1.847 0.400
H -0.737 4.099 3.349 0.390
H -1.566 1.814 2.779 0.558
Se -0.964 -0.770 -3.500 -0.650
P -2.567 0.660 -3.151 0.293
Se -2.097 2.705 -2.777 -0.384
C -3.696 0.546 -4.606 0.977
C -3.639 -0.540 -5.474 -0.457
C -4.499 -0.619 -6.560 -0.659
C -5.428 0.386 -6.785 -0.402
C -5.487 1.472 -5.923 -0.667
C -4.624 1.554 -4.841 -0.426
C -3.637 0.009 -1.807 0.738
C -3.466 -1.277 -1.310 -0.349
C -4.260 -1.733 -0.269 -0.454
C -5.233 -0.909 0.275 -0.571
C -5.408 0.375 -0.223 -0.650
C -4.611 0.836 -1.259 -0.472
H -2.907 -1.317 -5.300 0.278
H -4.435 -1.467 -7.231 0.386
H -6.098 0.330 -7.634 0.348
H -6.207 2.263 -6.096 0.374
H -4.650 2.417 -4.188 0.266
H -2.699 -1.914 -1.732 0.213
H -4.108 -2.730 0.125 0.417
H -5.845 -1.259 1.097 0.382
H -6.159 1.028 0.205 0.370
H -4.720 1.849 -1.626 0.263
F 6.608 -0.248 -1.125 -0.377
C 5.255 -0.280 -0.994 0.373
C 4.508 -0.957 -1.937 -0.720
C 3.125 -0.968 -1.790 -0.185
C 2.477 -0.303 -0.742 -0.045
C 3.286 0.341 0.194 0.178
C 4.672 0.357 0.082 -0.645
H 4.999 -1.459 -2.761 0.455
H 2.540 -1.527 -2.518 0.366
H 2.830 0.849 1.040 0.429
H 5.297 0.867 0.805 0.468
C 4.257 0.912 5.697 -1.526
C 3.177 -0.077 5.352 0.703
C 2.296 0.162 4.303 -0.702
C 1.333 -0.772 3.950 -0.092
C 1.243 -1.946 4.676 -0.143
C 2.101 -2.204 5.735 -0.674
C 3.062 -1.268 6.071 -0.620
S 0.049 -3.188 4.256 1.345
O -0.101 -4.087 5.371 -0.769
O -1.126 -2.565 3.727 -0.581
N 0.901 -4.069 3.128 -0.287
C 1.154 -3.591 1.757 -0.649
C -0.029 -3.548 0.780 0.159
C 0.544 -3.192 -0.600 0.211
O 1.147 -4.044 -1.226 -0.686
O 0.406 -1.966 -1.017 0.142
H 4.143 1.832 5.127 0.351
H 5.237 0.489 5.466 0.321
H 4.243 1.149 6.762 0.380
H 2.356 1.098 3.760 0.316
H 0.649 -0.589 3.129 0.701
H 1.989 -3.128 6.287 0.465
H 3.735 -1.457 6.899 0.394
H 0.556 -5.023 3.162 0.329
H 1.908 -4.266 1.351 0.350
H 1.602 -2.595 1.820 0.120
H -0.772 -2.827 1.109 -0.101
H -0.483 -4.538 0.707 0.463
```

Calculated values
**Kohn-Sham gap (alpha / beta)**: 6.843 / 7.093 eV
**E_tot**: -8863.59899 hartree
**Energy above the lowest of the compared OMol25 structures with the same formula, charge and spin**: 1.707 eV
**Multiplicity**: 3
**Charge**: -1
**Highest occupied orbital energy (alpha / beta)**: -0.1694 / -0.1857 Ha
**Max |F|**: 0.0935 hartree/bohr

---

Computed, not measured: a molecular structure, C38H34FN4O6Sn, with ωB97M-V/def2-TZVPD.

```
84
Properties=species:S:1:pos:R:3:mulliken_charge:R:1
Sn 0.548 1.493 0.580 1.317
O 0.581 4.171 3.922 -0.686
C 0.820 3.558 2.899 -0.167
O 0.721 2.288 2.698 -0.565
C 1.271 4.327 1.664 0.762
C 1.654 5.655 1.664 -0.611
C 2.115 6.206 0.475 -0.377
C 2.210 5.420 -0.666 -0.655
C 1.813 4.098 -0.585 0.612
N 1.325 3.605 0.548 0.064
C 1.967 3.074 -1.701 -0.068
O 2.251 3.460 -2.820 -0.708
O 1.768 1.867 -1.302 -0.644
H 1.598 6.214 2.587 0.564
H 2.425 7.243 0.445 0.452
H 2.600 5.791 -1.603 0.566
O 0.485 -0.086 -7.422 -0.490
C 0.329 -0.733 -6.253 0.590
O 0.499 -1.919 -6.196 -0.543
C -0.079 0.074 -5.055 1.103
C -0.024 1.461 -4.988 -1.295
C -0.369 2.127 -3.822 -0.644
C -0.755 1.393 -2.711 -0.055
C -0.810 0.005 -2.766 -0.204
C -0.486 -0.646 -3.936 -0.700
N -1.041 1.998 -1.461 0.711
C -1.908 2.914 -1.367 -0.696
C -2.267 3.447 -0.039 0.439
C -3.250 4.410 0.088 -0.985
C -3.626 4.813 1.364 -0.437
C -3.019 4.218 2.451 -1.025
C -2.032 3.262 2.232 -0.429
N -1.646 2.895 1.014 0.511
H 0.256 0.846 -7.340 0.287
H 0.339 2.060 -5.816 0.208
H -0.256 3.201 -3.757 0.463
H -1.097 -0.547 -1.880 0.306
H -0.516 -1.725 -4.007 0.488
H -2.462 3.284 -2.233 0.460
H -3.715 4.828 -0.795 0.506
H -4.385 5.573 1.499 0.445
H -3.280 4.489 3.464 0.462
H -1.518 2.793 3.060 0.684
C -0.875 -3.232 4.078 -1.647
C 0.438 -2.612 3.584 0.468
C 0.278 -1.114 3.318 -1.259
C 1.197 -3.325 2.460 -0.083
C 2.260 -4.106 2.842 -0.687
C 3.242 -4.503 1.932 -1.037
C 3.257 -4.048 0.617 -1.002
C 2.251 -3.238 0.139 0.428
C 2.286 -2.809 -1.307 0.447
C 2.258 -1.287 -1.454 -1.156
C 1.212 -3.492 -2.164 -1.459
C 1.120 -2.986 1.032 0.701
N 0.052 -2.526 0.435 0.801
C -1.180 -2.922 0.882 0.579
C -1.399 -4.257 1.280 -0.481
C -2.676 -4.722 1.517 -0.855
C -3.755 -3.858 1.393 -0.465
C -3.574 -2.533 1.003 -0.873
C -2.308 -2.093 0.714 0.048
F -2.126 -0.827 0.348 0.059
H -1.052 -2.883 5.096 0.540
H -0.837 -4.321 4.101 0.355
H -1.725 -2.921 3.471 0.232
H 1.130 -2.700 4.423 0.903
H -0.435 -0.908 2.519 -0.166
H 1.222 -0.635 3.059 0.375
H -0.093 -0.627 4.220 0.548
H 2.383 -4.360 3.888 0.590
H 4.056 -5.127 2.282 0.427
H 4.069 -4.331 -0.039 0.503
H 3.253 -3.162 -1.674 0.691
H 1.308 -0.882 -1.123 -0.441
H 2.383 -1.014 -2.502 0.492
H 3.057 -0.806 -0.889 0.496
H 0.230 -3.057 -1.979 0.098
H 1.160 -4.566 -1.971 0.394
H 1.454 -3.354 -3.218 0.502
H -0.554 -4.933 1.287 0.471
H -2.835 -5.758 1.780 0.469
H -4.758 -4.218 1.582 0.429
H -4.407 -1.851 0.906 0.551
```

Calculated values
**Kohn-Sham gap**: 4.705 eV
**E_tot**: -2452.91686 hartree
**Energy above the lowest of the compared OMol25 structures with the same formula, charge and spin**: 2.937 eV
**Charge**: +1
**Highest occupied orbital energy**: -0.3957 Ha
**Max |F|**: 0.0041 hartree/bohr